70
Properties=species:S:1:pos:R:3:lowdin_spin:R:1 method="wB97M-V/def2-TZVPD" orbital_gap_ev="4.2 / 6.4" s2=2.025 multiplicity=3 homo_ev="0.2744 / -1.8622" lumo_energy_ev="4.5031 / 4.5007" max_force_ev_per_a=1.12 charge=-2
Ti 0.520 -0.532 0.340 0.961
N -2.231 -0.114 -0.604 0.005
C -2.269 0.568 -1.893 0.000
C -1.510 -0.194 -2.961 0.001
C -0.039 -0.444 -2.640 0.008
O 0.638 -1.137 -3.378 0.007
O 0.347 0.117 -1.542 0.016
H -2.843 -0.919 -0.575 0.000
H -2.497 0.510 0.150 0.000
H -1.815 1.549 -1.770 0.000
H -3.293 0.742 -2.256 0.000
H -1.531 0.361 -3.903 0.000
H -1.974 -1.163 -3.177 0.000
Cl 0.489 4.552 1.365 0.000
Si -0.448 2.918 0.170 0.001
Cl 0.068 3.802 -1.822 0.000
Cl -2.510 3.705 0.254 0.000
S -1.122 -0.518 2.268 0.040
C -0.141 -0.926 3.668 0.125
N 0.894 -1.828 3.451 0.213
C 1.719 -2.252 4.481 0.180
C 1.524 -1.788 5.748 0.038
C 0.487 -0.876 6.022 0.291
C -0.335 -0.453 4.932 0.082
H 1.023 -2.163 2.497 0.006
H 2.504 -2.940 4.204 0.014
H 2.186 -2.135 6.533 -0.005
H 0.328 -0.492 7.020 0.026
H -1.133 0.263 5.080 -0.001
C 3.914 -1.425 -0.984 0.005
C 4.096 -2.588 -0.009 0.000
C 4.279 -2.136 1.439 0.000
C 3.026 -3.657 -0.133 -0.005
C 3.463 -4.931 -0.477 0.000
C 2.593 -5.998 -0.625 -0.004
C 1.244 -5.762 -0.424 0.000
C 0.748 -4.512 -0.075 -0.005
C -0.755 -4.409 0.113 0.000
C -1.173 -4.175 1.564 0.002
C -1.419 -3.385 -0.815 0.001
C 1.637 -3.410 0.094 -0.006
N 1.159 -2.168 0.410 -0.046
H 4.804 -0.786 -0.983 0.000
H 3.061 -0.806 -0.724 0.005
H 3.743 -1.787 -1.999 0.000
H 5.031 -3.083 -0.303 0.000
H 3.347 -1.756 1.850 0.000
H 5.020 -1.334 1.512 0.000
H 4.614 -2.974 2.056 0.000
H 4.527 -5.079 -0.638 0.000
H 2.954 -6.982 -0.900 0.000
H 0.534 -6.576 -0.542 0.000
H -1.140 -5.395 -0.176 0.000
H -0.951 -3.157 1.880 0.001
H -0.674 -4.876 2.236 0.000
H -2.255 -4.314 1.667 0.000
H -1.292 -2.377 -0.428 0.001
H -2.495 -3.578 -0.886 0.000
H -0.994 -3.413 -1.820 0.000
C 3.822 3.239 2.574 0.000
N 3.649 2.974 1.159 0.001
C 2.841 1.974 0.725 0.009
N 2.545 1.987 -0.587 0.011
S 2.257 0.816 1.802 0.014
H 4.398 4.158 2.675 0.000
H 4.362 2.421 3.050 0.000
H 2.858 3.354 3.072 0.000
H 3.721 3.776 0.550 0.000
H 2.542 2.862 -1.092 0.000
H 1.890 1.300 -0.947 0.006

***

69
Properties=species:S:1:pos:R:3:lowdin_spin:R:1 method="wB97M-V/def2-TZVPD" orbital_gap_ev="1.7 / 4.9" s2=0.768 multiplicity=2 homo_ev="1.9360 / -1.2936" lumo_energy_ev="3.6360 / 3.6272" max_force_ev_per_a=2.40 charge=-2
K -0.536 0.022 -0.899 0.023
N 1.050 -2.409 2.203 0.005
C 0.229 -3.432 1.594 0.002
C -0.886 -3.879 2.548 0.000
C -1.780 -2.701 2.934 0.000
C -2.715 -2.260 1.804 0.000
N -3.373 -1.006 2.163 0.000
H 1.458 -1.820 1.452 0.004
H 1.817 -2.822 2.723 0.001
H 0.804 -4.320 1.274 0.001
H -0.223 -2.998 0.698 0.001
H -0.430 -4.299 3.450 0.000
H -1.476 -4.665 2.068 0.000
H -1.132 -1.862 3.187 0.000
H -2.377 -2.950 3.817 0.000
H -3.435 -3.067 1.603 0.000
H -2.126 -2.109 0.900 0.000
H -4.349 -1.159 2.380 0.000
H -3.333 -0.362 1.384 0.000
O -2.861 -0.215 -1.285 0.000
N -3.732 -0.384 -2.272 0.000
C -5.002 -0.788 -1.957 0.000
C -6.032 -0.751 -2.858 0.000
C -5.792 -0.329 -4.166 0.000
C -4.471 -0.003 -4.501 0.000
C -3.437 -0.046 -3.577 0.000
S -1.851 0.329 -4.045 0.000
H -5.132 -1.091 -0.928 0.000
H -7.029 -1.031 -2.542 0.000
H -6.590 -0.250 -4.892 0.000
H -4.215 0.322 -5.499 0.000
N -0.622 1.397 1.462 0.000
C 0.748 1.710 1.806 0.002
C 1.330 2.744 0.847 0.001
N 1.531 2.187 -0.477 0.005
H -1.222 2.205 1.610 0.000
H -0.965 0.649 2.052 0.000
H 1.335 0.792 1.732 0.001
H 0.866 2.101 2.834 0.000
H 2.265 3.130 1.294 0.000
H 0.629 3.585 0.765 0.000
H 2.076 1.322 -0.402 0.003
H 2.072 2.833 -1.044 0.002
F 9.250 1.104 -1.223 0.011
C 8.785 0.607 -0.048 0.063
F 9.605 -0.522 0.145 0.032
F 9.246 1.457 0.909 0.012
C 7.357 0.349 -0.011 0.182
C 6.647 0.346 1.216 0.097
C 5.308 0.072 1.245 0.043
C 4.588 -0.236 0.063 0.195
C 5.316 -0.245 -1.155 0.046
C 6.651 0.028 -1.199 0.093
C 3.210 -0.543 0.051 0.034
C 2.014 -0.824 -0.033 0.118
H 7.185 0.575 2.129 0.008
H 4.778 0.080 2.191 0.002
H 4.778 -0.485 -2.065 0.004
H 7.187 0.012 -2.139 0.008
C -4.613 2.274 -1.093 0.000
S -3.004 2.047 -0.211 0.000
C -2.034 2.766 -1.573 0.000
O -3.034 3.148 0.800 0.000
H -4.857 3.331 -1.083 0.000
H -5.377 1.705 -0.572 0.000
H -4.518 1.919 -2.110 0.000
H -2.110 2.120 -2.439 0.000
H -1.002 2.852 -1.254 0.000
H -2.444 3.749 -1.779 0.000

***

101
Properties=species:S:1:pos:R:3:mulliken_charge:R:1 method="wB97M-V/def2-TZVPD" orbital_gap_ev=8.7 homo_ev=-11.2379 lumo_energy_ev=-2.5082 max_force_ev_per_a=4.57 charge=+1
C 0.894 -3.525 0.944 -0.334
C 1.841 -2.271 0.375 -0.503
I 2.285 -2.814 -1.743 0.037
C 0.963 -0.894 0.516 0.056
C 1.880 0.496 0.430 0.170
C 3.483 0.395 0.811 -0.285
C 4.041 1.508 -0.257 -0.933
C 2.941 1.413 -1.510 -0.644
N 1.542 1.232 -0.884 0.704
C 1.011 2.645 -0.806 -0.799
C -0.569 2.781 -0.398 0.459
N -0.655 3.977 0.573 -0.661
N -1.181 1.555 0.241 0.140
N -1.487 3.160 -1.567 -0.424
H -0.226 -3.192 1.034 0.210
H 1.060 -4.497 0.302 0.013
H 1.320 -3.781 2.026 0.149
H 2.822 -2.307 1.013 0.418
H 0.352 -0.910 1.539 -0.235
H 0.131 -0.932 -0.336 0.183
H 1.332 1.155 1.255 -0.019
H 4.069 -0.587 0.517 0.311
H 3.543 0.608 1.969 0.153
H 4.191 2.541 0.273 0.229
H 5.034 1.017 -0.634 0.378
H 3.169 2.413 -2.073 0.394
H 3.301 0.605 -2.279 0.373
H 1.085 0.580 -1.590 0.156
H 1.748 3.294 -0.143 0.199
H 1.108 3.099 -1.906 0.309
H 0.140 3.779 1.250 0.379
H -0.309 4.791 -0.018 0.083
H -1.422 1.861 1.232 0.343
H -2.135 1.342 -0.179 -0.172
H -1.687 2.307 -2.138 0.043
H -1.084 3.939 -2.133 0.034
C -0.716 7.008 -2.926 -0.340
Br 0.524 6.562 -1.495 -0.042
Br -0.266 8.701 -3.772 -0.031
Br -0.870 5.569 -4.226 -0.044
H -1.703 7.132 -2.468 0.484
C 3.611 -6.968 -1.358 -0.274
Br 4.218 -8.558 -2.302 -0.036
Br 1.869 -7.235 -0.537 0.062
Br 4.930 -6.342 -0.072 -0.009
H 3.494 -6.178 -2.107 0.235
C -3.385 -0.386 -2.922 -0.196
Br -1.484 0.015 -3.024 0.141
Br -3.777 -2.192 -3.528 -0.029
Br -4.102 -0.047 -1.146 0.072
H -3.893 0.299 -3.608 0.120
C 1.261 -1.100 4.585 -0.210
Br 1.638 -1.566 6.436 -0.010
Br -0.512 -1.683 4.039 0.002
Br 1.537 0.795 4.246 -0.026
H 1.982 -1.645 3.966 0.266
C 1.867 -0.564 -5.615 -0.206
Br 3.312 -1.859 -5.482 -0.029
Br 2.198 1.005 -4.513 0.039
Br 1.492 -0.084 -7.462 -0.017
H 0.967 -1.047 -5.221 0.228
C -6.053 -0.053 2.982 0.097
Br -4.956 -0.733 4.438 0.051
Br -5.031 1.075 1.771 -0.044
Br -6.971 -1.485 2.037 -0.017
H -6.826 0.579 3.433 -0.144
C 1.261 10.436 -0.164 -0.175
Br -0.323 11.282 -0.911 0.042
Br 2.737 11.691 0.013 -0.014
Br 0.876 9.531 1.514 -0.023
H 1.579 9.667 -0.877 0.160
C -1.628 -9.677 0.557 -0.378
Br -0.183 -10.973 0.690 0.039
Br -1.297 -8.109 1.659 -0.030
Br -2.003 -9.198 -1.290 -0.014
H -2.528 -10.161 0.951 0.367
C 3.853 -10.513 2.507 0.029
Br 3.173 -11.668 3.917 -0.011
Br 3.570 -11.281 0.742 -0.066
Br 3.130 -8.711 2.636 0.051
H 4.935 -10.434 2.652 -0.002
C -3.847 14.298 -0.950 -0.324
Br -3.953 13.297 -2.615 -0.018
Br -3.661 13.125 0.590 -0.013
Br -2.447 15.648 -1.006 0.004
H -4.798 14.829 -0.835 0.344
C -8.399 1.443 6.222 -0.322
Br -7.302 0.763 7.678 0.006
Br -7.377 2.571 5.011 -0.006
Br -9.316 0.011 5.278 -0.003
H -9.171 2.075 6.673 0.354
C -4.333 0.398 -6.973 -0.291
Br -2.889 -0.898 -6.840 -0.017
Br -4.002 1.967 -5.871 -0.046
Br -4.709 0.878 -8.820 -0.032
H -5.234 -0.085 -6.579 0.374
C 7.196 -9.589 4.956 -0.297
Br 6.887 -11.486 4.658 -0.013
Br 7.032 -8.562 3.312 -0.017
Br 6.058 -8.883 6.368 0.002
H 8.231 -9.483 5.297 0.332

***

68
Properties=species:S:1:pos:R:3:lowdin_spin:R:1 method="wB97M-V/def2-TZVPD" orbital_gap_ev="7.4 / 6.1" s2=3.839 multiplicity=4 homo_ev="-14.0933 / -14.0946" lumo_energy_ev="-6.7391 / -7.9536" max_force_ev_per_a=0.63 charge=+2
Mn 0.383 -0.450 0.083 2.093
N 1.621 2.185 -0.795 0.009
N 1.110 1.495 0.363 -0.001
H 1.940 3.109 -0.515 0.000
H 0.851 2.297 -1.448 0.000
H 0.431 2.062 0.870 0.001
H 1.890 1.356 1.005 0.002
C 5.067 0.530 -4.092 -0.007
C 4.256 0.085 -2.905 0.005
C 4.889 -0.153 -1.671 0.239
C 4.205 -0.598 -0.513 0.015
C 4.958 -0.910 0.748 -0.004
C 2.857 -0.774 -0.621 0.112
C 2.155 -0.511 -1.845 0.078
C 2.896 -0.098 -2.996 0.153
N 0.838 -0.684 -1.807 0.321
C -0.007 -0.948 -3.018 0.022
C 0.790 -1.723 -4.089 0.006
C -0.544 0.371 -3.572 0.017
C -1.153 -1.847 -2.559 0.009
H 5.960 1.071 -3.784 -0.001
H 4.485 1.170 -4.753 -0.001
H 5.391 -0.338 -4.670 -0.003
H 5.963 -0.009 -1.605 0.011
H 5.758 -1.626 0.557 -0.001
H 4.304 -1.329 1.513 0.000
H 5.423 -0.007 1.149 -0.001
H 2.354 -1.289 0.206 0.007
H 2.381 0.153 -3.910 0.005
H 1.193 -1.077 -4.868 0.000
H 0.125 -2.436 -4.575 0.000
H 1.612 -2.297 -3.657 0.002
H 0.260 1.016 -3.928 0.000
H -1.130 0.909 -2.824 0.000
H -1.200 0.166 -4.420 0.002
H -0.775 -2.809 -2.207 0.000
H -1.817 -2.028 -3.405 0.001
H -1.757 -1.407 -1.769 0.001
C -3.809 1.346 -0.954 -0.004
O -2.381 1.044 -0.835 -0.013
P -1.775 0.299 0.393 -0.046
O -1.772 1.273 1.633 -0.011
C -1.918 2.714 1.613 -0.001
O -2.810 -0.807 0.742 -0.012
C -2.993 -1.500 2.008 -0.001
H -3.886 2.177 -1.646 0.000
H -4.221 1.616 0.016 0.000
H -4.310 0.466 -1.346 0.000
H -2.878 2.969 2.052 0.000
H -1.865 3.108 0.598 0.000
H -1.126 3.127 2.233 0.000
H -4.063 -1.580 2.162 0.000
H -2.537 -0.936 2.818 0.000
H -2.555 -2.489 1.917 0.000
Br 0.131 -5.157 0.591 -0.001
C 0.170 -4.506 2.355 0.000
C 0.200 -5.451 3.368 0.000
C 0.232 -5.052 4.698 0.000
C 0.249 -3.703 5.035 0.000
C 0.229 -2.764 4.025 -0.001
C 0.185 -3.152 2.676 -0.001
C 0.142 -2.085 1.697 0.003
O -0.061 -2.248 0.431 0.002
O 0.323 -0.843 2.012 -0.005
H 0.192 -6.501 3.113 0.000
H 0.244 -5.805 5.476 0.000
H 0.276 -3.393 6.070 0.000
H 0.241 -1.709 4.263 0.000

***

63
Properties=species:S:1:pos:R:3:mulliken_charge:R:1 method="wB97M-V/def2-TZVPD" orbital_gap_ev=4.3 homo_ev=-4.2114 lumo_energy_ev=0.0740 max_force_ev_per_a=2.91 charge=0
P -2.310 2.470 -2.130 0.982
P -3.310 -1.422 -1.226 1.025
C -3.373 1.085 -2.627 -1.192
C -4.031 0.221 -1.522 -0.990
H -2.829 0.465 -3.356 0.495
H -4.211 1.575 -3.151 0.698
H -4.053 0.764 -0.557 0.348
H -5.082 0.052 -1.828 0.575
C -3.307 -2.357 -2.756 -1.401
H -2.576 -3.167 -2.690 0.448
H -3.046 -1.730 -3.611 0.365
H -4.297 -2.788 -2.933 0.418
C -4.297 -2.297 -0.004 -1.503
H -5.149 -2.788 -0.485 0.439
H -4.664 -1.610 0.768 0.360
H -3.684 -3.059 0.489 0.468
C -1.567 3.147 -3.619 -1.508
H -0.687 3.758 -3.370 0.380
H -2.318 3.788 -4.111 0.416
H -1.286 2.333 -4.303 0.404
C -3.560 3.711 -1.640 -1.672
H -4.249 3.269 -0.905 0.443
H -4.117 3.999 -2.545 0.485
H -3.081 4.590 -1.188 0.413
Pb 3.231 -0.028 -0.387 0.961
C -1.542 -1.129 0.826 -1.403
C -1.666 -1.242 -0.623 0.649
C -0.729 -0.299 -1.496 -0.785
C -0.219 1.047 -0.958 -1.142
C -1.273 2.198 -0.699 1.220
C -2.197 2.152 0.437 -1.842
C -2.292 1.182 1.503 -0.557
C -1.219 0.037 1.604 -0.949
C 3.633 1.819 0.752 -1.452
H -1.718 -2.057 1.369 0.231
H -1.325 -2.274 -0.871 0.475
H -1.156 -0.163 -2.505 0.326
H 0.175 -0.905 -1.674 0.281
H 0.428 0.950 -0.072 -0.010
H 0.477 1.422 -1.726 0.483
H -0.669 3.130 -0.711 0.505
H -2.745 3.087 0.610 0.451
H -3.310 0.735 1.503 0.002
H -2.215 1.738 2.450 0.535
H -0.226 0.451 1.405 0.086
H -1.207 -0.282 2.658 0.502
H 3.471 1.627 1.819 0.340
H 2.962 2.598 0.367 0.386
H 4.683 2.066 0.554 0.424
Cl 8.439 -3.872 5.446 -0.211
C 7.412 -3.076 4.336 0.460
C 7.903 -2.747 3.062 -0.681
C 7.033 -2.159 2.142 -0.220
C 5.704 -1.900 2.481 0.026
C 5.247 -2.168 3.776 -0.256
C 6.092 -2.760 4.713 -0.631
C 4.788 -1.303 1.462 0.919
O 5.288 -0.875 0.353 -0.809
O 3.524 -1.238 1.678 -0.788
H 8.932 -2.978 2.796 0.387
H 7.399 -1.886 1.151 0.396
H 4.221 -1.924 4.046 0.405
H 5.752 -2.984 5.724 0.390

***

69
Properties=species:S:1:pos:R:3:lowdin_spin:R:1 method="wB97M-V/def2-TZVPD" orbital_gap_ev="7.3 / 8.1" s2=2.070 multiplicity=3 homo_ev="-14.9214 / -14.9322" lumo_energy_ev="-7.5866 / -6.8064" max_force_ev_per_a=0.37 charge=+2
V -0.132 0.586 0.181 2.088
C -2.993 1.372 0.796 0.006
N -2.161 0.220 0.390 -0.001
C -2.544 -0.269 -0.948 0.009
C -2.217 -0.873 1.413 0.004
C -1.181 -0.629 2.505 -0.005
N 0.038 -0.184 1.824 -0.114
C 1.286 -0.101 2.446 0.004
C 2.364 0.144 1.600 -0.012
F 2.052 0.233 0.253 0.022
C 3.652 0.332 2.037 0.002
F 4.613 0.590 1.158 0.002
C 3.916 0.258 3.395 -0.020
C 2.865 0.015 4.259 0.003
F 3.084 -0.035 5.563 0.003
C 1.559 -0.156 3.809 -0.017
F 0.575 -0.337 4.688 -0.005
H -4.046 1.081 0.828 0.001
H -2.681 1.710 1.783 0.000
H -2.857 2.186 0.089 0.000
H -3.555 -0.684 -0.963 0.001
H -2.502 0.557 -1.661 0.001
H -1.861 -1.070 -1.260 0.001
H -3.226 -0.931 1.825 0.000
H -2.007 -1.817 0.908 0.000
H -1.513 0.117 3.231 -0.004
H -0.998 -1.557 3.047 -0.003
H 4.919 0.386 3.777 -0.001
O -0.065 2.460 0.304 0.028
P 0.953 3.589 0.668 0.006
N 2.329 3.230 -0.132 0.001
C 3.630 3.874 0.192 0.001
C 4.414 3.821 -1.117 0.000
C 3.825 2.612 -1.835 0.000
C 2.338 2.727 -1.525 0.002
N 1.108 3.525 2.290 -0.001
C 2.026 4.453 3.007 0.000
C 1.371 4.644 4.372 0.000
C 0.618 3.334 4.582 0.000
C 0.044 3.047 3.201 0.000
N 0.464 5.073 0.245 -0.003
C -0.554 5.829 1.016 0.000
C -0.850 7.054 0.146 0.000
C 0.390 7.195 -0.735 0.000
C 0.761 5.750 -1.034 0.000
H 4.126 3.306 0.982 0.000
H 3.485 4.898 0.542 0.000
H 5.484 3.738 -0.946 0.000
H 4.240 4.728 -1.699 0.000
H 4.219 1.685 -1.412 0.000
H 4.021 2.609 -2.905 0.000
H 1.832 1.762 -1.605 0.002
H 1.842 3.423 -2.208 0.000
H 2.135 5.391 2.461 0.000
H 3.011 3.991 3.098 0.000
H 0.673 5.483 4.343 0.000
H 2.102 4.849 5.150 0.000
H -0.155 3.392 5.346 0.000
H 1.314 2.542 4.867 0.000
H -0.885 3.606 3.046 0.000
H -0.161 1.991 3.038 0.000
H -0.142 6.106 1.988 0.000
H -1.449 5.225 1.182 0.000
H -1.041 7.937 0.751 0.000
H -1.736 6.876 -0.465 0.000
H 1.200 7.680 -0.188 0.000
H 0.206 7.767 -1.642 0.000
H 1.812 5.623 -1.293 0.000
H 0.147 5.345 -1.844 0.000